[1]
{
  "formula": "C12H16IN3O",
  "method": "wB97M-V/def2-TZVPD",
  "species": ["C", "C", "C", "C", "N", "N", "C", "C", "C", "C", "N", "C", "C", "C", "C", "O", "H", "H", "H", "H", "H", "H", "H", "H", "H", "H", "H", "H", "H", "H", "H", "H", "I"],
  "xyz": [[1.16, 3.13, 0.32], [1.00, 2.23, 1.09], [0.38, 1.06, 1.73], [-0.55, 0.43, 0.72], [-1.74, 0.99, 0.68], [-2.62, 0.47, -0.17], [-3.95, 1.05, -0.22], [-4.85, 0.62, 0.67], [-2.31, -0.56, -0.93], [-1.06, -1.17, -0.96], [-0.79, -2.26, -1.79], [-0.09, -0.66, -0.07], [1.26, -1.32, -0.01], [2.52, -0.42, -0.19], [3.50, -1.06, -1.21], [3.19, -0.42, 1.05], [1.38, 3.83, -0.45], [-0.24, 1.45, 2.55], [1.08, 0.36, 2.16], [-4.14, 1.85, -0.92], [-5.89, 0.47, 0.38], [-4.61, 0.44, 1.71], [-3.09, -0.94, -1.57], [-0.71, -3.12, -1.25], [-1.56, -2.41, -2.44], [1.26, -2.05, -0.82], [1.33, -1.88, 0.92], [2.30, 0.59, -0.54], [4.50, -0.93, -0.83], [3.28, -2.12, -1.38], [3.40, -0.52, -2.15], [3.27, 0.53, 1.41], [3.41, 2.34, 2.50]],
  "lowdin_charge": [0.0183, -0.4229, -0.1775, -0.1607, 0.2156, -0.0951, -0.0953, 0.0816, 0.0378, -0.2068, 0.1126, -0.0250, -0.0634, -0.4155, -0.0308, -0.1893, 0.0335, 0.1261, 0.0892, 0.1256, 0.0733, 0.0832, 0.1471, 0.1164, 0.0952, 0.0898, 0.1492, 0.1280, 0.0821, 0.0676, 0.0747, -0.1988, 0.1341],
  "orbital_gap_ev": 3.96
}

[2]
{
  "formula": "C4H8O",
  "method": "wB97M-V/def2-TZVPD",
  "species": ["C", "C", "O", "C", "C", "H", "H", "H", "H", "H", "H", "H", "H"],
  "xyz": [[-1.68, 0.33, 0.06], [-1.02, -1.00, 0.33], [-0.13, -1.37, -0.73], [0.75, -0.75, 0.15], [1.44, 0.51, -0.31], [-1.63, 0.94, 0.97], [-2.74, 0.11, -0.11], [-1.30, 0.91, -0.80], [0.00, -0.63, 1.13], [1.41, -1.47, 0.64], [0.76, 1.33, -0.54], [2.16, 0.83, 0.45], [1.99, 0.27, -1.23]],
  "lowdin_charge": [-0.1254, -0.1448, -0.1052, -0.3316, -0.0384, 0.0824, 0.0756, 0.0691, 0.1263, 0.1460, 0.0715, 0.0839, 0.0906],
  "e_above_lowest_kcal_mol": 102.4,
  "orbital_gap_ev": 9.08
}

[3]
{
  "formula": "CHN4OS",
  "method": "wB97M-V/def2-TZVPD",
  "species": ["C", "N", "N", "N", "N", "O", "S", "H"],
  "xyz": [[2.07, -0.37, 0.01], [1.89, 1.83, 0.06], [3.32, 0.14, 0.00], [3.16, 1.48, -0.01], [1.25, 0.69, -0.01], [-0.70, 0.59, 0.16], [1.59, -2.01, 0.05], [-0.45, -0.28, 0.51]],
  "lowdin_charge": [-0.9590, -0.0279, -0.0469, -0.1242, -0.1340, -0.2224, 0.5942, -0.0799],
  "total_charge": -1,
  "e_above_lowest_kcal_mol": 48.9,
  "orbital_gap_ev": [5.63, 8.55]
}